{"formula": "C7H7NO4", "method": "ωB97M-V with the def2-TZVPD basis set", "elements": ["O", "C", "C", "C", "N", "O", "O", "H", "H", "H", "C", "C", "C", "O", "C", "H", "H", "H", "H"], "positions_angstrom": [[-1.523, 2.519, 1.114], [-2.284, 2.015, 0.367], [-1.934, 0.993, -0.705], [-0.890, 0.901, -1.501], [-0.801, -0.151, -2.560], [0.263, -0.276, -3.148], [-1.809, -0.742, -2.860], [-3.383, 2.025, 0.458], [-2.909, 0.453, -0.927], [0.142, 1.310, -1.464], [1.548, -1.376, -0.252], [0.807, -0.666, 0.712], [1.510, 0.471, 0.934], [2.615, 0.461, 0.232], [2.641, -0.644, -0.502], [1.354, -2.400, -0.671], [-0.089, -0.901, 1.232], [1.306, 1.250, 1.654], [3.546, -1.008, -1.173]], "e_tot_ev": -17046.67742, "lumo_ha": -0.047, "smiles": "O=C/C=C/[N+](=O)[O-].c1ccoc1"}